Entry 1:
Below is a structure of composition C12H20IrN2OSbSe6, with properties calculated with wB97M-V/def2-TZVPD.

XYZ file:
```
43
Properties=species:S:1:pos:R:3
Ir -0.95043 -0.41519 -0.37161
C 3.19951 -1.91346 0.77620
C 1.76014 -1.52440 0.94923
O 1.13458 -1.10069 -0.03489
N 1.22778 -1.67420 2.16665
C -0.16264 -1.39307 2.52871
C -0.46960 0.08114 2.56841
C -0.38853 0.79937 3.74733
C -0.64665 2.16195 3.74044
C -0.99985 2.76245 2.54713
C -1.09061 1.98217 1.41031
N -0.81338 0.67191 1.41075
H 3.71538 -1.12060 0.23770
H 3.24184 -2.81405 0.16262
H 3.70978 -2.10397 1.71767
H 1.83911 -2.00828 2.89236
H -0.32539 -1.82950 3.51167
H -0.83191 -1.88852 1.82272
H -0.12759 0.28860 4.66436
H -0.58293 2.73583 4.65505
H -1.23431 3.81501 2.47783
H -1.41772 2.41423 0.47379
Se -3.48331 2.59362 -2.03473
Sb -5.01606 3.01913 -0.14684
Se -4.19497 0.90538 1.27477
Se -3.29546 -0.38322 -0.44179
Se -3.12452 4.53249 -0.58117
C -0.01521 -3.27394 -2.16421
Se -1.11439 -1.70102 -2.43112
C 0.14199 -0.73349 -3.58001
C -0.11101 0.75570 -3.52775
Se 0.11209 1.52184 -1.74829
C 2.04490 1.33895 -1.64721
H 0.93158 -2.97935 -1.72120
H 0.13016 -3.76315 -3.12410
H -0.56415 -3.93239 -1.49594
H 0.00369 -1.11076 -4.59336
H 1.14692 -0.98811 -3.24361
H -1.13188 1.00984 -3.81630
H 0.56943 1.28843 -4.19146
H 2.49041 1.95157 -2.42753
H 2.34612 0.30031 -1.73811
H 2.34704 1.72140 -0.67446
```

Calculated values
Gap between HOMO and LUMO (alpha / beta)   0.235 / 0.249 hartree
Charge   +1
<S²>   0.757
Energy above the lowest of the compared OMol25 structures with the same formula, charge and spin   1.0295 eV
Multiplicity   2
HOMO energy (alpha / beta)   -9.23 / -9.79 eV
Total energy   -419247.866 eV

Here are the Mulliken charges for atoms 1 to 2, given in e: number 1, Ir, carries 1.9322; number 2, C, carries -1.1814



Entry 2:
Below is a cluster of 2 separate species, C12H20N in total, with properties calculated with wB97M-V/def2-TZVPD.

XYZ file:
```
33
Properties=species:S:1:pos:R:3
C -3.82620 -1.12780 1.80454
C -3.44902 0.16801 1.41538
C -3.04041 -2.14876 1.31575
C -2.27087 0.37892 0.75813
C -1.84104 -1.84348 0.74494
C 2.91273 1.03896 -0.73919
C 0.76658 0.98773 -2.24590
C 0.82823 2.23267 -0.07190
C 1.46918 -0.48629 1.30725
C 1.13111 -1.47952 -1.10423
C 1.30591 0.94124 -0.78840
C 1.15045 -0.35262 -0.17141
N -1.51930 -0.58709 0.36011
H -4.61096 -1.34585 2.47321
H -4.10441 1.00701 1.96076
H -3.31076 -3.18406 1.55853
H -1.81802 1.37139 0.37630
H -1.08831 -2.47826 0.39070
H 3.39763 0.08493 -0.99661
H 3.12715 1.69502 -1.49304
H 3.14778 1.37615 0.19645
H -0.15446 0.48973 -2.37872
H 0.51692 1.98851 -2.44649
H 1.43380 0.71098 -2.98132
H 1.19470 2.55126 0.80206
H 1.15774 2.84046 -0.84148
H -0.23276 2.34204 -0.04515
H 2.11790 -1.36647 1.52294
H 1.77355 0.39841 1.73244
H 0.46090 -0.90198 1.76066
H 1.24513 -1.20540 -2.21571
H 0.18447 -1.87516 -1.06770
H 1.94463 -2.22068 -0.89290
```

Calculated values
Gap between HOMO and LUMO   0.312 hartree
Charge   +1
Energy above the lowest of the compared OMol25 structures with the same formula, charge and spin   3.0958 eV
Multiplicity   1
HOMO energy   -13.17 eV
Total energy   -14248.716 eV

Here are the Mulliken charges for atoms 1 to 2, given in e: number 1, C, carries -0.1819; number 2, C, carries -0.5943



Entry 3:
Below is a cluster of 2 separate species, C12H20N2O4PS in total, with properties calculated with wB97M-V/def2-TZVPD.

XYZ file:
```
40
Properties=species:S:1:pos:R:3
C -0.53720 2.68698 3.52866
C -0.59752 1.38373 3.77731
C -0.12683 -0.10194 4.18477
C -0.71407 -0.87338 5.46605
N -0.17964 -2.19530 5.75033
N 0.75259 -2.91721 5.12318
C 1.34740 -2.34548 3.95202
S 2.69492 -3.26734 3.01085
C 0.98726 -0.89619 3.34205
H -0.36618 3.82696 3.37649
H -1.53775 -0.39615 6.13635
H -0.59616 -2.64734 6.60211
H 3.85955 -2.54971 3.37447
H 1.47210 -0.46122 2.39817
O -0.85339 1.28905 -3.77658
P -0.61917 0.19106 -2.72979
O 0.75729 0.85706 -2.07392
C 0.79150 2.22397 -1.69080
C 0.55122 2.37291 -0.20233
O 0.11655 -0.88160 -3.75485
C -0.22212 -0.89725 -5.13698
C 0.79779 -0.10432 -5.93488
O -0.44440 -1.05304 -1.55721
C -0.90941 -0.84406 -0.23848
C -2.32778 -0.31665 -0.17878
H 0.06930 2.82812 -2.24848
H 1.78877 2.60123 -1.93373
H -0.47746 2.10144 0.04952
H 0.71185 3.40438 0.11954
H 1.21535 1.71790 0.36891
H -1.23770 -0.52602 -5.29804
H -0.21028 -1.93980 -5.46836
H 0.94620 0.89810 -5.52435
H 0.48873 -0.01168 -6.97880
H 1.77279 -0.59904 -5.90189
H -0.21504 -0.19458 0.29832
H -0.87218 -1.81567 0.26790
H -2.41395 0.65370 -0.67675
H -2.64750 -0.19885 0.86033
H -3.01543 -1.00275 -0.68233
```

Calculated values
Gap between HOMO and LUMO   0.220 hartree
Charge   +1
Multiplicity   1
HOMO energy   -11.87 eV
Total energy   -44046.675 eV

Here are the Mulliken charges for atoms 1 to 2, given in e: number 1, C, carries -0.0591; number 2, C, carries -0.6523



> What is the total energy in the first record?

-419247.866 eV